P.
DFT (ωB97M-V with the def2-TZVPD basis set) results for one molecule with the formula C2H4N4S.

## Properties
- multiplicity = 1
- LUMO (eV) = 0.2
- HOMO (Ha) = -0.3334

The geometry in XYZ format:
```
11
Properties=species:S:1:pos:R:3:mulliken_charge:R:1
N -1.2360 -1.1907 -0.3333 -0.852
N -0.4688 -0.1820 0.2389 0.321
C -0.4408 0.1501 1.5319 0.096
N 0.5964 0.9891 1.6871 -0.489
N 1.2792 1.0545 0.5349 -0.369
C 0.6421 0.3562 -0.3545 0.445
S 1.2505 0.1521 -2.0154 -0.299
H -0.7252 -2.0799 -0.5072 0.277
H -1.4977 -0.8196 -1.3459 0.292
H -1.1575 -0.0142 2.3870 0.365
H 1.7579 1.5843 -1.8235 0.214
```

Q.
DFT (ωB97M-V with the def2-TZVPD basis set) results for C2H4N4S as an isolated structure.

## Properties
- multiplicity = 1
- LUMO (eV) = 0.0
- HOMO (Ha) = -0.2980

The geometry in XYZ format:
```
11
Properties=species:S:1:pos:R:3:mulliken_charge:R:1
C -1.4926 -1.3537 -0.2116 0.145
C -1.0131 0.9211 0.0397 0.130
N -2.7689 -1.1218 -0.0524 -0.365
N -0.4585 2.0055 -0.1564 -0.552
N -0.5260 -0.3530 -0.1844 0.329
N 0.8928 -0.5033 -0.0373 -0.731
S -3.2645 0.4207 0.0533 -0.059
H -1.1830 -2.4601 -0.0519 0.288
H -1.0278 2.9079 0.0657 0.304
H 1.1828 -1.3027 0.6106 0.250
H 1.2716 0.3792 0.2353 0.261
```

Stability ranking, top and bottom: P is the most stable and Q is the least stable.